A single C18H28N2S molecule. Source: OMol25; level of theory: ωB97M-V with the def2-TZVPD basis set.

```
49
Properties=species:S:1:pos:R:3:forces:R:3
H 5.750419 -2.287000 0.601559 0.0 0.0 0.1
H -0.187902 2.749091 -2.600930 0.0 -0.1 -0.1
H 3.433939 -3.118497 -0.730113 0.0 -0.1 0.0
C -2.316900 -0.260416 -0.740864 0.0 0.0 0.0
N 1.382479 1.898616 -0.551618 0.4 -0.3 -0.2
C -1.002954 1.673878 -0.163713 0.0 0.1 0.1
H -0.740494 0.508487 -1.948976 0.1 0.0 -0.1
H 4.995007 -1.387556 -1.403898 0.0 0.0 0.0
N 3.214711 0.820852 0.375354 0.2 -0.1 -0.1
H -4.003263 -2.046993 0.254219 0.0 -0.1 0.1
C -1.301894 0.631266 -1.032309 0.0 0.1 0.0
C 2.194679 1.695555 0.505302 0.2 0.0 0.0
H 5.350704 -0.871186 1.554455 0.1 0.0 0.0
H 1.465569 -0.874929 -0.192585 0.0 0.0 -0.1
C -4.188635 -1.078347 0.723606 -0.2 0.3 -0.2
C 2.834334 -2.525131 -0.037286 -0.1 0.1 0.2
C -2.752398 0.901251 1.296959 0.0 -0.1 -0.1
H -1.502861 2.587453 1.701703 0.1 0.1 0.1
H -6.525544 -2.409687 0.015441 0.0 -0.1 0.0
H 3.397110 0.424954 -1.646815 0.0 -0.1 0.1
C -6.680875 -1.440981 0.485986 0.1 0.2 -0.1
C 0.132184 2.629940 -0.459686 -0.3 0.2 -0.1
H 3.769741 0.712062 1.209412 -0.1 0.2 0.0
H -4.272981 -1.231708 1.801575 0.0 -0.1 0.0
C -1.737074 1.793980 1.007754 0.0 0.1 -0.1
C 3.672952 -2.182146 1.187623 0.0 -0.2 -0.1
H -3.311850 1.008243 2.215242 -0.1 0.0 0.1
C -0.099443 3.417019 -1.746654 0.1 -0.1 0.2
C 4.826920 -0.730566 -0.549452 0.0 0.2 0.0
H 5.571193 0.066035 -0.596923 0.0 0.0 -0.1
H 0.728356 4.100199 -1.919901 0.1 0.1 0.0
C 2.352560 -1.240570 -0.715526 0.1 -0.1 -0.1
H 3.097192 -1.510111 1.826781 0.0 0.0 0.1
H -7.608191 -1.019379 0.105145 -0.1 0.0 0.0
C -3.056451 -0.138863 0.428313 0.1 -0.1 0.1
H 3.884647 -3.081930 1.766834 0.0 0.0 0.1
C 3.429940 -0.128602 -0.697014 -0.2 0.0 -0.4
H -1.017957 3.991275 -1.662723 -0.1 0.0 0.0
H -6.788725 -1.595303 1.557544 -0.1 -0.1 0.1
C -5.511138 -0.510146 0.194884 -0.1 -0.3 0.1
C 4.987974 -1.521606 0.756686 -0.1 0.0 0.0
H 1.970401 -3.125897 0.250530 0.0 -0.1 -0.1
H 1.464671 1.275523 -1.340190 0.1 0.0 0.0
S 2.042095 2.523277 1.933809 -0.1 0.4 0.8
H -5.691033 0.462568 0.657856 0.0 0.1 -0.1
H 2.063950 -1.459891 -1.745587 -0.1 0.0 0.0
H -5.425876 -0.351843 -0.882686 0.0 0.1 0.0
H -2.534840 -1.065584 -1.428784 0.0 -0.1 -0.1
H 0.245552 3.323350 0.379657 0.0 -0.2 -0.2
```
Forces are in eV/Å.

Calculated values
Electronic energy   -32937.1492 eV
LUMO   0.661 eV
Spin multiplicity   1
Energy relative to the best compared isomer or geometry (same formula, charge and spin)   0.2121 eV

A single C4H11NO3 molecule in a non-equilibrium geometry. Source: OMol25; level of theory: ωB97M-V with the def2-TZVPD basis set.

```
19
Properties=species:S:1:pos:R:3:forces:R:3
H -1.466326 1.633688 -1.756007 0.1 -0.2 0.2
H -2.234529 -0.924353 -0.786220 0.1 -0.1 0.0
H 0.738448 -0.093635 1.984129 -0.2 0.0 -0.1
H -0.044195 -1.562191 1.874621 0.0 0.1 -0.1
O -0.682335 1.086527 -1.600788 0.7 -0.3 -0.1
H 0.084240 2.164648 0.373145 0.0 0.0 0.0
H -2.888427 0.605753 -0.190096 -0.1 0.0 0.1
N 0.638117 -0.949627 1.452680 0.3 -0.2 0.7
H 0.224785 -1.661282 -0.459369 0.0 0.1 0.0
H 1.498796 0.068539 -1.652022 -0.3 0.3 0.2
H 1.840496 0.942848 -0.066668 -0.2 0.0 -0.2
C -0.737677 0.546269 -0.309610 -1.0 -2.1 1.3
H -2.138041 -0.514615 0.946880 0.0 -0.1 0.0
C 0.498774 -0.757081 0.078493 -2.7 3.7 -2.0
O -0.619770 1.568862 0.657099 0.2 0.0 -0.1
H 2.983379 -1.081401 0.519813 -0.3 0.1 -0.2
O 2.825824 -0.966269 -0.427901 -1.2 1.9 -0.4
C 1.560940 0.016439 -0.572014 4.4 -3.6 0.7
C -2.082498 -0.123120 -0.066163 0.1 0.4 -0.1
```
Forces are in eV/Å.

Calculated values
Electronic energy   -11957.4640 eV
LUMO   0.617 eV
Spin multiplicity   1
Energy relative to the best compared isomer or geometry (same formula, charge and spin)   2.6455 eV

A single C22H45N3 molecule. Source: OMol25; level of theory: ωB97M-V with the def2-TZVPD basis set.

```
70
Properties=species:S:1:pos:R:3:forces:R:3
C 2.464005 1.006812 -5.328032 0.0 0.1 -0.2
H -2.002040 -0.636805 2.063513 0.0 0.0 0.0
H -0.840060 -1.142733 5.433844 0.0 -0.1 -0.1
H -0.640087 1.608240 5.667997 -0.1 -0.1 0.0
C -1.528483 3.775816 -3.158399 0.1 0.1 0.2
H -0.585781 1.305118 -2.411820 -0.1 0.0 -0.1
H -2.610547 -4.258235 4.617461 0.0 -0.1 0.0
H 0.652272 -1.769209 -6.235983 0.0 0.0 0.0
N 0.318843 -0.774532 -1.180795 -0.1 -0.3 -0.1
H 4.064742 -0.977915 -4.677039 0.1 0.0 0.0
H -2.096878 -3.183749 5.920156 0.0 0.0 0.1
H 0.497464 -2.095120 -3.937903 0.0 -0.1 0.1
C 2.475634 -1.253693 -2.268440 -0.2 0.3 0.0
H -1.387270 -2.848879 2.970403 0.0 0.1 -0.1
C 0.851441 -0.844801 -5.692274 0.0 0.0 -0.2
H 1.494176 -1.156755 4.570870 0.1 0.1 0.0
H 0.042624 -1.654722 1.309778 0.1 0.1 0.0
H 0.161332 -0.086063 -6.060483 0.0 0.0 -0.1
H -2.056427 1.712007 3.679443 0.0 -0.1 0.0
C 2.328126 0.812639 -3.805204 0.0 -0.1 0.1
C -0.647546 -1.387572 4.383945 0.1 0.1 -0.3
H -1.101102 1.763604 0.554371 0.1 0.1 0.0
C -0.961944 3.337364 -1.813357 -0.2 -0.2 -0.2
H 1.486239 1.366901 -3.396370 -0.1 0.1 0.1
C -1.098914 1.831675 -1.606370 0.3 0.3 0.3
C 2.311310 -0.416213 -5.873107 0.0 0.0 -0.4
H -1.420608 4.850079 -3.290751 0.0 0.1 -0.1
C -1.828217 -3.574616 4.941337 0.0 0.1 -0.2
H 0.132566 0.501785 3.683915 0.0 0.0 0.0
H 2.681785 -0.537882 -6.890666 0.0 0.0 0.0
N -1.145887 -0.113791 2.206011 -0.1 -0.1 0.0
H -2.749929 2.872788 5.828394 0.0 0.0 0.0
H 2.916211 -2.309759 -4.938490 0.0 -0.1 0.0
H 0.503721 1.757747 -0.171109 0.1 0.1 0.1
H 3.441942 1.414193 -5.588250 0.0 0.0 0.0
H -2.154121 1.553260 -1.651006 -0.1 -0.1 -0.1
H -0.031113 -0.435126 -3.712880 0.0 -0.1 0.0
H -1.006860 3.275972 -3.971981 0.0 0.0 -0.1
H 2.187124 -0.961428 -0.165775 0.0 0.2 -0.1
H 2.252390 -2.324240 -2.248490 0.1 -0.1 0.0
H -1.522130 -0.507893 -0.333996 0.0 0.0 0.1
H -3.451410 1.349642 6.409083 -0.1 0.0 0.1
H 3.550737 -1.139170 -2.104839 0.0 -0.1 0.0
H 1.705072 1.677192 -5.730671 0.0 0.1 -0.1
H -2.179246 2.143440 7.348866 -0.1 0.0 0.1
H 0.131280 -1.772461 -1.197551 0.0 0.1 -0.1
C 1.753729 -0.571526 -1.104174 0.2 -0.2 0.1
N -1.531935 1.120242 5.662937 0.2 0.1 0.0
H -1.482713 3.862683 -1.009377 0.1 0.1 0.1
H 3.231883 1.136418 -3.286701 0.0 0.0 0.1
H 0.093599 3.615139 -1.759015 0.0 0.0 0.1
H -2.648611 -1.952069 3.824064 -0.1 0.0 -0.1
C -0.815680 -0.047468 3.615165 -0.3 0.0 0.4
H 1.013064 -2.249515 3.273331 0.1 0.0 -0.1
C -0.499311 -0.152855 -0.150406 0.1 0.2 0.4
H -2.840243 0.258406 4.322505 -0.1 0.0 -0.1
C 0.734302 -1.056475 -4.169989 -0.1 0.1 0.0
C 2.135931 -0.705062 -3.648424 0.1 -0.2 0.4
C -0.511564 1.372837 -0.275959 -0.3 -0.3 -0.3
H 0.915193 -2.772112 4.952843 0.1 -0.1 0.0
C 0.779435 -1.925403 4.284422 -0.2 0.0 0.1
H -0.905287 -4.140336 5.037997 0.1 -0.1 0.1
H 0.815079 -0.074346 1.575544 0.1 -0.1 0.0
C -1.674903 -2.434915 3.940453 0.1 0.1 0.3
C -2.526978 1.924170 6.340849 0.0 0.1 0.0
C -1.895377 0.809582 4.293729 0.3 0.1 -0.1
C -0.120860 -0.561816 1.291269 -0.1 -0.1 -0.4
H 1.949010 0.500768 -1.138711 0.1 0.0 0.0
H -2.585041 3.525797 -3.226836 -0.1 0.0 -0.1
C 3.012842 -1.235061 -4.792869 -0.1 0.1 0.0
```
Forces are in eV/Å.

Calculated values
Electronic energy   -28014.9431 eV
LUMO   0.813 eV
Spin multiplicity   1
Energy relative to the best compared isomer or geometry (same formula, charge and spin)   0.1415 eV

A molecular structure, C4H6As2F15N3O11Pt in a non-equilibrium geometry. Source: OMol25; level of theory: ωB97M-V with the def2-TZVPD basis set.

```
42
Properties=species:S:1:pos:R:3:forces:R:3
N 11.607870 14.149680 -16.180260 -0.3 1.3 -1.9
H 12.100730 12.729950 -12.951480 -1.2 0.3 0.0
O 9.573950 12.074720 -13.340750 -1.3 -2.3 1.1
N 7.899960 14.799480 -18.098150 2.3 -0.9 3.5
O 8.235990 14.412770 -16.960500 -0.3 -0.6 1.6
C 11.916820 11.746920 -13.384980 2.2 -0.4 0.9
F 8.522050 10.362280 -11.327400 -0.6 0.4 0.5
F 8.959400 15.743030 -14.738100 0.4 4.1 0.2
O 12.061060 15.137430 -15.661770 0.7 2.0 2.9
F 6.910030 17.142970 -14.589430 1.2 0.9 -0.3
F 10.341110 17.758870 -15.129650 -1.4 0.4 -0.4
O 8.804430 14.795640 -18.884010 2.0 0.3 -4.2
O 6.812110 15.212200 -18.288130 -4.0 1.3 -1.5
O 12.109570 13.832580 -17.249830 0.8 -2.1 -1.8
F 6.257910 13.967520 -14.577050 -1.6 0.1 0.0
Pt 8.600220 13.739040 -14.814090 -1.7 -0.5 -1.1
F 4.659160 13.102160 -12.868730 -0.4 0.1 -1.2
As 4.500430 13.645400 -14.576580 2.2 1.5 0.8
F 8.887960 17.746540 -13.190150 -0.3 0.1 -0.7
O 10.600590 13.569110 -15.774970 -0.3 -1.8 0.8
C 8.192190 11.691970 -11.164740 -2.1 0.6 -4.0
C 10.546320 11.064960 -13.346860 0.7 0.9 -1.7
O 6.700500 11.812850 -17.465400 -1.8 0.8 -2.8
H 10.436470 10.637650 -14.343570 -0.2 -0.3 -0.1
F 8.283520 17.293630 -16.720980 0.7 1.0 2.7
F 4.884210 12.025890 -15.125840 -1.1 0.8 0.3
H 12.666270 11.208940 -12.804460 0.1 -0.8 0.3
H 10.407780 10.225770 -12.665200 0.1 0.4 0.5
F 8.272810 19.344460 -15.020450 0.3 -1.6 -0.2
F 4.284760 15.317340 -13.891210 -0.2 -1.4 -0.8
O 8.385760 13.794990 -12.631260 1.1 -3.3 1.9
C 9.022880 12.582920 -12.137510 0.4 4.1 -1.9
F 8.324850 12.014660 -9.928120 1.6 0.3 3.0
F 4.366290 14.295800 -16.226860 -0.3 -0.8 1.6
F 6.854150 11.892650 -11.345350 0.7 -1.2 -0.6
O 6.897500 9.975060 -16.397890 -0.4 -1.1 0.4
F 2.758790 13.392700 -14.447020 0.4 -0.2 -0.4
O 7.711740 11.820360 -15.658940 0.9 -1.0 2.3
H 9.922350 12.865640 -11.590600 0.3 0.1 1.0
As 8.589440 17.554080 -14.927860 -0.2 -1.6 -0.8
H 12.430680 11.833420 -14.342350 -0.8 -0.1 -0.5
N 7.052290 11.204000 -16.505830 1.6 0.0 0.2
```
Forces are in eV/Å.

Calculated values
Charge   -4
Electronic energy   -196910.1886 eV
LUMO (alpha / beta)   8.327 / 8.328 eV
Spin multiplicity   3
Energy relative to the best compared isomer or geometry (same formula, charge and spin)   4.3066 eV